1.
Molecular formula: C2H18NO5
Method: DFT, ωB97M-V/def2-TZVPD

```
! wB97M-V def2-TZVPD RIJCOSX def2/J DEFGRID3
* xyz 1 1
C -0.18458 -1.45815 1.32758
N -0.39123 0.07612 1.15526
C 0.42338 0.83807 2.13808
H -1.15485 -1.96035 1.01081
H 0.63076 -1.58851 0.52940
H 0.04710 -1.86223 2.38047
H -1.43351 0.19432 1.22918
H -0.16923 0.50650 0.12912
H 0.23112 1.94549 1.94860
H 1.48839 0.62016 2.21737
H -0.02043 0.60488 3.13147
H 2.11994 -0.99682 -1.04616
H 0.83873 -1.23822 -2.03086
O 1.42701 -0.52134 -1.55492
H -0.86339 -1.60862 -3.04993
H -1.18141 -1.47229 -1.41271
O -0.76216 -2.02461 -2.15233
H -0.33710 2.63478 -1.07581
H 0.00505 0.99954 -1.52815
O -0.55487 1.79095 -1.06774
H 2.70318 0.90312 -0.11578
H 3.50154 0.69090 1.09700
O 2.75420 0.40120 0.62280
H -3.27663 1.12665 -0.58133
H -3.02287 1.00916 -2.07412
O -2.81816 0.38929 -1.22730
*
```

The total energy is -517.6204 a.u. Its LUMO energy is -3.07 eV. The highest occupied orbital energy is -14.7 eV. The value obtained for the orbital gap is 11.59 eV. The energy relative to the best compared isomer or geometry (same formula, charge and spin) comes out at 81.83 kcal/mol.

Mulliken population analysis, charges in e, atoms 1 to 6:
1. C -0.677
2. N 0.035
3. C -0.919
4. H 0.345
5. H 0.237
6. H 0.321

***

2.
Molecular formula: C2H18NO5
Method: DFT, ωB97M-V/def2-TZVPD

```
! wB97M-V def2-TZVPD RIJCOSX def2/J DEFGRID3
* xyz 2 2
C 0.34232 1.16139 -1.38893
C 0.80703 -0.38957 -1.36351
N -0.37310 -1.29529 -1.05682
H -0.64722 1.40346 -0.84790
H 1.07443 1.96993 -1.04153
H 0.14082 1.48055 -2.40640
H 1.23317 -0.81823 -2.19686
H 1.60838 -0.46956 -0.73162
H -1.07185 -0.70216 -0.66564
H 0.04977 -2.00004 -0.44492
H -0.75055 -1.67758 -1.90481
H -1.36114 3.21724 0.98248
H -2.03434 2.76434 2.15914
O -1.93249 2.44297 1.21700
H -0.26252 -2.23311 2.14145
H 0.18503 -3.50006 1.35528
O 0.17579 -2.51983 1.25509
H -1.08473 0.69085 2.08881
H -2.12687 -0.46356 2.00837
O -1.19127 -0.29621 1.96723
H 1.29944 -4.28819 -2.64816
H 1.20433 -3.78789 -1.06070
O 1.21787 -3.48863 -2.00764
H 0.92928 4.93914 1.14769
H 1.47200 3.87117 2.17531
O 1.09641 3.98888 1.26758
*
```

The expectation value of S² is 0.76. The total energy is -517.1417 a.u. Its LUMO energy (alpha / beta) is -6.96 / -15.01 eV. The highest occupied orbital energy (alpha / beta) is -17.5 / -17.5 eV. The value obtained for the orbital gap (alpha / beta) is 10.52 / 2.48 eV. The energy relative to the best compared isomer or geometry (same formula, charge and spin) comes out at 26.35 kcal/mol.

Mulliken population analysis, charges in e, atoms 1 to 6:
1. C -0.762
2. C -0.512
3. N -0.061
4. H 0.053
5. H 0.286
6. H 0.366